143
Properties=species:S:1:pos:R:3:forces:R:3:lowdin_charge:R:1 method="wB97M-V/def2-TZVPD" charge=-2 homo_lumo_gap_ev="5.962 / 5.776" multiplicity=2 s_squared=0.785 relative_energy_ev=0.000 energy_ev=-184112.1428 e_homo_ev="-2.1354 / -2.1734"
Ca -0.856 -0.691 1.119 0.2 -0.9 -0.7 0.939
C 2.100 3.393 0.563 0.1 0.1 0.0 -0.384
C 3.026 2.922 -0.570 -0.1 -0.1 0.0 -0.408
C 3.992 1.818 -0.146 0.1 0.0 0.0 -0.386
Sb 3.003 -0.028 0.448 -0.1 -0.2 -0.1 1.488
C 3.381 -0.010 2.567 0.0 0.0 -0.1 -0.384
C 4.387 0.748 3.159 0.0 0.0 0.1 -0.128
C 4.651 0.649 4.519 0.0 0.0 0.0 -0.101
C 3.909 -0.217 5.311 0.0 0.0 0.0 -0.105
C 2.900 -0.975 4.734 0.0 -0.1 0.0 -0.104
C 2.638 -0.871 3.374 0.1 -0.1 -0.1 -0.155
C 4.828 -1.163 0.091 0.1 0.0 0.0 -0.364
C 5.424 -1.141 -1.171 0.0 0.0 0.0 -0.152
C 6.592 -1.844 -1.438 0.0 0.0 0.0 -0.116
C 7.185 -2.606 -0.440 0.0 0.0 0.0 -0.123
C 6.591 -2.664 0.812 0.0 0.0 0.0 -0.105
C 5.426 -1.952 1.072 0.0 0.0 0.0 -0.118
Sb 0.022 3.124 0.049 0.0 0.1 -0.1 1.539
C -0.104 5.115 -0.899 0.0 0.0 0.0 -0.349
C -0.945 6.139 -0.461 0.0 0.0 0.0 -0.142
C -1.031 7.351 -1.138 0.0 0.0 0.0 -0.107
C -0.271 7.570 -2.279 0.0 0.0 0.0 -0.124
C 0.563 6.561 -2.741 0.0 0.0 0.0 -0.115
C 0.634 5.352 -2.061 0.0 0.0 0.0 -0.146
C -0.849 3.842 1.865 0.0 -0.1 0.1 -0.362
C -1.965 3.185 2.377 0.1 0.0 0.1 -0.127
C -2.561 3.609 3.559 0.1 0.0 0.1 -0.091
C -2.040 4.695 4.247 0.0 0.0 0.0 -0.099
C -0.920 5.354 3.753 0.0 0.0 0.0 -0.106
C -0.331 4.928 2.571 0.0 0.0 0.0 -0.141
H 2.289 4.433 0.834 0.0 0.0 0.0 0.048
H 2.234 2.772 1.450 0.0 0.1 0.0 0.014
H 3.586 3.768 -0.983 0.0 0.0 0.0 0.093
H 2.435 2.528 -1.408 0.0 0.0 0.0 0.061
H 4.671 2.146 0.644 0.0 0.1 0.0 0.040
H 4.610 1.526 -0.999 0.1 0.0 0.0 0.032
H 4.983 1.428 2.563 0.0 0.0 0.0 0.082
H 5.436 1.253 4.960 0.0 0.0 0.0 0.091
H 4.105 -0.289 6.374 0.0 0.0 0.0 0.092
H 2.299 -1.639 5.344 0.0 0.0 0.0 0.092
H 1.843 -1.476 2.946 0.0 0.0 0.0 0.066
H 4.969 -0.572 -1.976 0.0 0.0 0.0 0.087
H 7.033 -1.802 -2.427 0.0 0.0 0.0 0.089
H 8.098 -3.154 -0.640 0.0 0.0 0.0 0.087
H 7.034 -3.266 1.597 0.0 0.0 0.0 0.092
H 4.983 -2.015 2.059 0.0 0.0 0.0 0.089
H -1.551 5.992 0.427 0.1 0.0 0.0 0.076
H -1.695 8.126 -0.771 0.0 0.0 0.0 0.091
H -0.337 8.514 -2.809 0.0 0.0 0.0 0.086
H 1.152 6.712 -3.640 0.0 0.0 0.0 0.089
H 1.278 4.573 -2.459 0.0 0.0 0.0 0.084
H -2.360 2.312 1.868 0.0 0.0 0.0 0.080
H -3.426 3.080 3.939 0.1 0.0 0.0 0.092
H -2.497 5.021 5.175 0.0 0.0 0.0 0.092
H -0.502 6.196 4.293 0.0 0.0 0.0 0.089
H 0.536 5.457 2.190 0.0 0.0 0.0 0.093
C -2.613 0.276 -0.230 -0.4 0.2 -0.1 -0.093
C -3.164 1.341 -0.550 0.1 -0.1 0.0 -0.263
C -3.629 2.606 -0.886 -0.1 0.1 0.0 -0.177
C -4.280 3.400 0.162 0.0 -0.1 -0.1 -0.188
C -4.177 4.797 0.219 -0.1 0.0 0.0 -0.052
C -4.735 5.510 1.268 0.0 0.0 0.0 -0.087
C -5.409 4.853 2.289 0.0 0.0 0.0 -0.113
C -5.498 3.466 2.259 -0.1 0.0 -0.1 -0.108
C -4.935 2.749 1.218 -0.1 0.1 0.0 -0.041
C -3.379 3.132 -2.227 0.0 0.0 0.0 -0.181
C -4.134 4.174 -2.788 0.0 0.0 0.0 -0.048
C -3.866 4.643 -4.064 0.0 0.0 0.0 -0.104
C -2.842 4.088 -4.820 0.0 0.0 0.0 -0.117
C -2.097 3.042 -4.286 0.0 0.0 0.0 -0.092
C -2.363 2.567 -3.015 0.0 0.0 0.0 -0.040
H -3.609 5.319 -0.541 0.0 0.0 0.0 0.094
H -4.620 6.587 1.300 0.0 0.0 0.0 0.097
H -5.836 5.413 3.113 0.0 0.0 0.0 0.092
H -5.994 2.935 3.064 0.0 0.0 0.0 0.095
H -4.960 1.666 1.219 0.0 0.0 0.0 0.098
H -4.950 4.605 -2.224 0.0 0.0 0.0 0.103
H -4.467 5.449 -4.472 0.0 0.0 0.0 0.091
H -2.628 4.464 -5.813 0.0 0.0 0.0 0.087
H -1.296 2.596 -4.863 0.0 0.0 0.0 0.097
H -1.781 1.756 -2.596 0.0 0.0 0.0 0.094
C 0.883 1.682 3.902 -0.1 0.1 0.1 -0.023
C 0.091 0.867 2.889 0.0 0.2 0.2 -0.778
O 0.545 0.985 1.611 0.0 0.2 0.2 -0.566
N -0.911 0.152 3.197 0.1 0.2 0.2 -0.287
Te -1.029 -2.089 4.284 -0.1 -0.3 0.3 1.458
C -1.382 -4.145 5.016 0.0 0.1 0.0 -0.387
C -0.464 -5.153 4.682 0.0 0.0 0.0 -0.317
C 0.698 -4.918 3.748 0.0 0.0 0.0 -0.101
C -0.598 -6.430 5.233 0.0 0.0 0.0 -0.033
C -1.620 -6.746 6.110 0.0 0.0 0.0 -0.290
C -1.743 -8.125 6.705 0.0 0.0 0.0 -0.071
C -2.521 -5.742 6.444 0.0 0.0 0.0 -0.038
C -2.412 -4.456 5.923 0.0 0.0 0.0 -0.297
C -3.412 -3.423 6.370 0.0 0.0 0.0 -0.072
C -3.026 -1.816 3.583 0.0 0.1 0.0 -0.409
C -3.544 -2.619 2.561 0.0 0.0 0.0 -0.297
C -2.806 -3.795 1.979 0.0 0.0 0.0 -0.075
C -4.797 -2.315 2.024 0.0 -0.1 0.0 -0.023
C -5.547 -1.243 2.471 0.0 0.0 0.0 -0.277
C -6.878 -0.909 1.852 0.0 0.0 0.0 -0.055
C -5.024 -0.470 3.501 0.0 0.0 0.0 -0.028
C -3.781 -0.730 4.066 0.0 0.0 0.0 -0.310
C -3.301 0.183 5.158 0.0 0.0 0.0 -0.097
H 1.710 2.226 3.444 0.0 0.0 0.0 0.059
H 1.278 1.011 4.669 -0.1 0.1 0.0 0.060
H 0.211 2.390 4.390 0.0 0.0 0.0 0.068
H 0.466 -4.215 2.948 0.0 0.0 0.0 -0.004
H 1.013 -5.855 3.283 0.0 0.0 0.0 0.068
H 1.562 -4.519 4.289 0.0 0.1 0.0 0.082
H 0.118 -7.198 4.950 0.0 0.0 0.0 0.109
H -1.187 -8.856 6.116 0.0 0.0 0.0 0.067
H -2.785 -8.447 6.747 0.0 0.0 0.0 0.069
H -1.350 -8.156 7.725 0.0 0.0 0.0 0.072
H -3.333 -5.964 7.133 0.0 0.0 0.0 0.105
H -4.061 -3.826 7.150 0.0 0.0 0.0 0.068
H -4.037 -3.079 5.545 0.0 0.0 0.0 0.070
H -2.902 -2.540 6.763 0.0 0.0 0.0 0.058
H -2.298 -4.379 2.742 0.0 0.0 0.0 0.050
H -2.039 -3.492 1.258 0.0 0.0 0.0 0.040
H -3.503 -4.451 1.455 0.0 0.0 0.0 0.078
H -5.180 -2.938 1.222 0.0 0.0 0.0 0.112
H -7.228 -1.721 1.215 0.0 0.0 0.0 0.069
H -6.807 -0.011 1.233 0.0 0.0 0.0 0.070
H -7.635 -0.720 2.616 0.0 0.0 0.0 0.072
H -5.599 0.372 3.878 0.0 0.0 0.0 0.107
H -4.142 0.725 5.597 0.0 0.0 0.0 0.072
H -2.572 0.884 4.746 0.0 0.0 0.0 0.047
H -2.780 -0.369 5.941 0.0 0.0 0.0 0.033
C 2.097 -6.293 -0.238 0.0 0.0 0.0 -0.251
Si 0.529 -5.281 -0.539 0.0 0.0 0.0 -0.030
C 0.136 -5.449 -2.378 0.0 0.0 0.0 -0.256
C -0.862 -6.189 0.362 0.0 0.0 0.0 -0.231
Se 0.864 -3.170 0.040 -0.1 0.3 0.1 0.121
H 1.915 -7.363 -0.386 0.0 0.0 0.0 0.014
H 2.456 -6.138 0.783 0.0 0.0 0.0 0.010
H 2.892 -5.977 -0.917 0.0 0.0 0.0 0.017
H 0.018 -6.499 -2.671 0.0 0.0 0.0 0.015
H 0.936 -5.007 -2.977 0.0 0.0 0.0 0.015
H -0.788 -4.917 -2.614 0.0 0.0 0.0 0.017
H -0.755 -7.271 0.228 0.0 0.0 0.0 0.019
H -1.837 -5.895 -0.033 0.0 0.0 0.0 0.017
H -0.860 -5.977 1.432 0.0 0.0 0.0 0.002